C46H54BrN5O4Re as an isolated structure. Source: OMol25; level of theory: wB97M-V/def2-TZVPD.

ORCA input file:
```
! RIJCOSX wB97M-V def2-TZVPD def2/J DEFGRID3
* xyz 2 4
Re 0.16 0.28 0.20
C -6.11 2.50 -2.17
C -5.66 1.25 -2.95
C -5.89 1.50 -4.44
C -6.52 0.04 -2.51
C -4.20 0.94 -2.63
C -3.81 0.76 -1.33
C -2.46 0.49 -1.04
N -1.90 0.22 0.18
C -2.55 -0.05 1.36
C -3.89 -0.34 1.55
C -4.37 -0.51 2.84
C -3.47 -0.37 3.95
C -2.12 -0.17 3.83
C -1.63 -0.08 2.49
O -0.38 -0.01 2.23
C -1.18 -0.06 5.02
C -0.18 -1.23 5.02
C -1.95 -0.10 6.34
C -0.42 1.28 4.93
C -5.84 -0.84 3.04
C -6.70 0.25 2.36
C -6.13 -2.20 2.39
C -6.23 -0.91 4.52
C -1.49 0.49 -2.09
O -0.23 0.34 -1.71
C -1.87 0.62 -3.44
C -3.22 0.82 -3.65
C -0.85 0.55 -4.57
C -0.12 -0.80 -4.53
C -1.52 0.69 -5.94
C 0.16 1.70 -4.42
H -7.14 2.73 -2.41
H -5.49 3.36 -2.43
H -6.05 2.35 -1.09
H -6.94 1.74 -4.60
H -5.67 0.62 -5.04
H -5.30 2.34 -4.80
H -7.57 0.23 -2.74
H -6.43 -0.14 -1.44
H -6.21 -0.86 -3.04
H -4.53 0.90 -0.54
H -4.55 -0.47 0.72
H -3.89 -0.45 4.94
H -0.70 -2.19 5.09
H 0.47 -1.14 5.89
H 0.46 -1.23 4.13
H -2.48 -1.04 6.48
H -2.65 0.73 6.43
H -1.24 -0.01 7.16
H 0.20 1.33 4.03
H 0.24 1.38 5.80
H -1.11 2.12 4.94
H -6.55 0.27 1.28
H -6.47 1.24 2.76
H -7.75 0.04 2.54
H -5.92 -2.19 1.32
H -7.18 -2.46 2.52
H -5.53 -2.99 2.84
H -6.07 0.04 5.03
H -5.68 -1.69 5.05
H -7.29 -1.15 4.59
H -3.55 0.94 -4.67
H -0.83 -1.62 -4.65
H 0.42 -0.95 -3.60
H 0.60 -0.85 -5.35
H -2.24 -0.11 -6.12
H -0.75 0.62 -6.71
H -2.02 1.65 -6.06
H 0.74 1.62 -3.50
H -0.34 2.67 -4.44
H 0.87 1.67 -5.26
Br 6.01 4.73 -1.03
C 4.87 3.25 -0.84
C 3.60 3.29 -1.41
C 2.75 2.21 -1.24
C 3.18 1.10 -0.53
C 4.45 1.06 0.03
C 5.30 2.14 -0.13
N 2.26 0.02 -0.33
C 2.66 -1.19 -0.42
C 1.69 -2.26 -0.16
C 2.02 -3.60 -0.21
C 1.03 -4.54 0.05
C -0.25 -4.10 0.34
C -0.51 -2.74 0.37
N 0.44 -1.83 0.13
H 3.28 4.16 -1.96
H 1.75 2.24 -1.66
H 4.76 0.22 0.63
H 6.28 2.13 0.31
H 3.68 -1.43 -0.69
H 3.03 -3.89 -0.45
H 1.26 -5.60 0.02
H -1.05 -4.80 0.54
H -1.50 -2.37 0.59
O -0.07 2.27 0.24
N 0.59 3.17 0.94
N 1.47 2.65 1.68
O 1.64 1.39 1.76
C 2.35 3.53 2.43
C 2.30 4.90 2.23
C 3.18 5.69 2.95
C 4.08 5.12 3.84
C 4.11 3.75 4.02
C 3.24 2.93 3.31
H 1.60 5.33 1.53
H 3.16 6.77 2.81
H 4.76 5.75 4.40
H 4.81 3.30 4.72
H 3.24 1.86 3.44
*
```

Values from the calculation:
Electronic energy: -136377.1184 eV
Kohn-Sham gap (spin up / spin down): 0.2124 / 0.2083 hartree
HOMO (spin up / spin down): -13.070 / -13.336 eV
Largest force on an atom: 0.8 eV/Å

Mulliken atomic charge list, values in e, 2 entries: 0.6845 -1.5414